The following is a DFT calculation (ωB97M-V/def2-TZVPD) of 9 unconnected molecules or ions with the total composition C41H84BF9N11O12S at a distorted geometry.

The geometry in XYZ format:
```
159
Properties=species:S:1:pos:R:3:forces:R:3
C 0.1377 4.6226 3.6501 0.0 0.0 0.0
C 0.7095 4.6094 2.2207 -0.3 -0.2 0.2
B 1.4514 3.2711 1.8581 0.3 -0.5 -0.3
O 1.8429 2.4051 2.8289 0.2 1.2 0.4
C 1.8110 2.8522 0.3127 0.2 -0.3 -0.1
C 2.5676 1.4714 0.2644 0.0 0.0 -0.1
N 2.1294 0.5643 -0.8166 -0.1 0.1 0.1
C 2.7162 4.0063 -0.2404 -0.1 0.0 -0.1
C 2.5728 4.4141 -1.7420 0.0 -0.2 -0.3
C 1.5279 5.5399 -1.9558 0.2 0.3 0.0
C 1.6968 6.3727 -3.2391 0.1 0.0 -0.1
C 0.3852 6.9408 -3.7851 -0.1 -0.1 0.0
F 0.3940 8.3291 -3.7145 0.0 0.0 0.0
N 3.8961 4.8362 -2.2780 0.1 -0.4 0.5
C 4.4974 5.9697 -1.5731 -0.1 0.1 0.0
C 4.7770 3.7168 -2.4722 0.1 1.1 0.8
C 5.8222 3.3783 -1.4502 0.2 0.3 0.0
O 4.5712 2.9917 -3.3979 0.1 -0.8 -1.0
C 2.1275 3.1497 -2.4879 -0.2 -0.1 0.0
F 1.8731 3.3437 -3.8117 0.0 0.2 -0.1
N 0.7848 2.6671 -1.9903 0.1 0.1 0.0
C 0.5340 2.8258 -0.5232 0.0 0.4 0.2
S -0.6684 1.5093 -0.0880 -0.1 0.4 -0.3
O -0.1991 0.7989 1.0537 0.0 -0.2 0.0
O -1.0857 0.9181 -1.3272 0.1 -0.2 0.2
C -2.1974 2.3970 0.5521 0.3 -0.2 -0.5
F -1.8379 3.2749 1.4848 0.0 0.1 0.3
F -2.8744 1.3931 1.1060 -0.2 -0.1 0.2
C -3.1723 3.0708 -0.4613 0.2 0.0 0.2
F -4.1894 3.5342 0.2728 -0.2 0.1 0.1
F -3.6146 2.1448 -1.3087 -0.2 -0.1 -0.2
C -2.6223 4.2627 -1.2844 0.4 -0.2 0.1
F -1.7900 5.0095 -0.5449 -0.2 0.2 0.0
F -3.5933 5.0033 -1.7463 -0.1 0.1 -0.1
F -1.8878 3.7924 -2.3192 -0.1 0.0 0.0
H -0.3666 3.6817 3.8890 0.0 0.1 -0.1
H -0.5744 5.4401 3.7827 0.1 -0.1 0.0
H 0.9314 4.7492 4.3909 -0.1 -0.1 -0.1
H 1.4667 5.4046 2.1334 -0.1 0.0 0.0
H -0.0823 4.8616 1.5028 0.2 0.1 0.0
H 2.7752 2.2069 2.9808 -0.3 -0.7 0.0
H 2.4456 0.9775 1.2285 0.0 0.0 -0.1
H 3.6396 1.6568 0.1377 -0.2 0.0 0.1
H 1.7319 -0.2826 -0.4245 0.0 0.0 -0.1
H 2.9356 0.2612 -1.3580 -0.2 0.1 0.2
H 3.7423 3.6610 -0.1001 -0.1 0.1 0.1
H 2.6099 4.9197 0.3497 -0.1 -0.1 -0.1
H 0.5141 5.1252 -1.9602 0.1 0.0 0.1
H 1.5736 6.1997 -1.0814 -0.1 -0.1 -0.1
H 2.2062 5.7839 -4.0038 -0.1 0.0 0.1
H 2.3348 7.2386 -3.0395 0.0 -0.1 -0.1
H 0.2303 6.6712 -4.8329 0.0 0.1 0.1
H -0.4857 6.6048 -3.2080 0.1 0.0 -0.1
H 4.8591 5.7444 -0.5635 -0.1 0.0 -0.1
H 3.7647 6.7749 -1.5042 0.1 -0.1 0.0
H 5.3391 6.3438 -2.1606 -0.1 -0.1 0.1
H 5.5042 2.3882 -1.1037 0.5 0.0 -0.1
H 5.8933 4.0543 -0.6019 0.0 0.1 -0.1
H 6.8079 3.3179 -1.9217 -0.2 -0.2 0.1
H 2.8159 2.3154 -2.3805 -0.1 0.1 0.1
H 0.7117 1.6595 -2.2066 0.2 -0.1 0.1
H 0.0710 3.1582 -2.5355 0.0 -0.1 0.1
H 0.0068 3.7751 -0.3858 0.1 -0.2 0.0
C 2.2649 -0.9638 4.3591 -0.1 -0.2 -0.1
O 2.9256 0.0486 4.1681 0.1 0.0 -0.1
N 0.9566 -0.9759 4.6598 0.3 0.1 0.1
C 0.2066 -2.1989 4.8559 0.0 0.0 0.1
C 0.3047 0.3207 4.7362 0.0 -0.1 -0.2
H 2.6969 -1.9752 4.2803 0.0 0.0 0.0
H -0.5998 -2.2792 4.1233 0.0 0.0 0.0
H -0.2201 -2.2335 5.8589 0.0 0.0 0.0
H 0.8706 -3.0541 4.7495 0.0 0.0 0.0
H 0.4897 0.8161 3.7854 -0.2 0.3 0.1
H 0.7378 0.9344 5.5265 0.0 0.0 0.0
H -0.7625 0.1985 4.9071 0.0 -0.1 0.0
C -7.1071 0.3388 2.8406 0.0 0.0 0.0
O -8.1000 0.2677 3.5325 0.0 0.0 0.0
N -6.9728 -0.2428 1.6280 0.0 0.0 0.0
C -5.7555 -0.1204 0.8623 -0.1 0.0 0.0
C -8.0897 -1.0099 1.0961 0.0 0.0 0.1
H -6.2042 0.8972 3.1506 0.0 0.0 0.0
H -5.9414 0.3648 -0.1002 0.0 0.0 0.0
H -5.3083 -1.0998 0.6708 0.0 0.0 0.0
H -5.0485 0.4815 1.4300 0.0 0.0 -0.1
H -8.9731 -0.3815 0.9891 0.0 0.0 0.0
H -8.3442 -1.8293 1.7675 0.0 0.0 0.0
H -7.8162 -1.4162 0.1252 0.0 0.0 0.0
C -8.4043 -4.5079 -0.7268 0.0 0.1 0.0
O -9.4954 -4.0485 -0.4458 0.1 0.0 0.0
N -7.6235 -5.2023 0.1240 0.0 0.0 0.0
C -6.3249 -5.7080 -0.2763 -0.1 0.1 0.1
C -8.1158 -5.4416 1.4689 0.0 0.0 0.0
H -7.9494 -4.3845 -1.7258 0.0 0.0 0.0
H -6.2841 -6.7952 -0.1924 0.0 0.0 0.0
H -5.5387 -5.2801 0.3517 0.0 0.0 0.0
H -6.1422 -5.4419 -1.3146 0.0 -0.1 0.1
H -9.0523 -5.9990 1.4465 0.0 0.0 0.0
H -8.3055 -4.5018 1.9889 0.0 0.0 0.0
H -7.3689 -6.0132 2.0156 0.0 0.0 0.0
C -5.3520 -4.3181 -3.4329 0.0 0.1 -0.1
O -5.4607 -5.5293 -3.4127 0.0 0.0 0.0
N -5.6908 -3.5398 -4.4769 0.0 0.0 0.0
C -5.5512 -2.1012 -4.4452 0.0 0.0 0.0
C -6.2183 -4.1830 -5.6710 0.0 0.0 0.0
H -4.9626 -3.7423 -2.5732 0.0 0.0 0.0
H -6.5165 -1.6099 -4.5830 0.0 0.0 0.0
H -4.8726 -1.7553 -5.2276 0.0 0.0 0.0
H -5.1459 -1.8030 -3.4791 0.0 0.0 0.0
H -7.1269 -4.7382 -5.4394 0.0 0.0 0.0
H -5.4933 -4.8851 -6.0819 0.0 0.0 0.0
H -6.4414 -3.4174 -6.4102 0.0 0.0 0.0
C 5.0987 -0.7790 -1.4154 -0.5 -0.5 -0.4
O 5.2594 0.3702 -1.0159 0.1 0.4 0.2
N 5.5343 -1.2121 -2.6030 0.3 0.1 0.1
C 5.1782 -2.5214 -3.1075 -0.3 -0.1 -0.1
C 6.3345 -0.3155 -3.4221 0.0 0.0 0.0
H 4.5360 -1.5302 -0.8426 0.2 0.1 -0.1
H 6.0374 -3.1628 -3.3060 0.1 0.2 0.1
H 4.6145 -2.4013 -4.0349 0.0 -0.1 -0.1
H 4.5399 -3.0194 -2.3808 0.0 0.0 0.0
H 7.2582 -0.0489 -2.9077 0.0 0.0 0.0
H 5.7897 0.6069 -3.6320 0.0 0.0 0.0
H 6.5766 -0.8193 -4.3547 0.0 0.0 0.0
C 5.3720 -3.8209 1.1303 0.2 -0.1 0.6
O 4.8871 -3.2981 0.1416 -0.1 -0.1 -0.1
N 5.6666 -3.1575 2.2655 -0.1 -0.1 -0.3
C 6.2367 -3.8100 3.4244 0.0 -0.1 0.0
C 5.3891 -1.7323 2.3009 0.0 0.0 0.0
H 5.6130 -4.8957 1.1777 0.0 0.0 0.0
H 5.5821 -3.7140 4.2929 0.0 0.0 0.0
H 7.2090 -3.3832 3.6776 0.0 0.0 0.0
H 6.3704 -4.8687 3.2090 0.0 0.0 0.0
H 4.3278 -1.5524 2.1283 0.0 0.1 0.0
H 5.9494 -1.2204 1.5174 0.0 0.1 0.0
H 5.6630 -1.3283 3.2722 0.0 0.0 0.0
C 0.5078 -5.8643 7.2249 0.1 0.0 0.1
O 1.0888 -4.8215 6.9812 -0.1 0.0 -0.1
N -0.7855 -5.9500 7.5902 0.0 0.0 0.0
C -1.4214 -7.2183 7.8806 0.0 0.0 0.0
C -1.5579 -4.7257 7.7009 0.0 0.0 0.0
H 1.0082 -6.8451 7.1741 0.0 0.0 0.0
H -2.2627 -7.3990 7.2089 0.0 0.0 0.0
H -1.7873 -7.2473 8.9084 0.0 0.0 0.0
H -0.6970 -8.0200 7.7500 0.0 0.0 0.0
H -1.5941 -4.2040 6.7436 0.0 0.0 0.0
H -1.1141 -4.0515 8.4339 0.0 0.0 0.0
H -2.5700 -4.9765 8.0090 0.0 0.0 0.0
C 2.2634 -0.3029 -3.9971 0.1 0.1 -0.2
O 1.4725 -1.1215 -3.5664 0.0 0.1 0.1
N 2.2546 0.1973 -5.2466 -0.1 0.0 0.1
C 3.2267 1.1759 -5.6906 0.1 0.0 -0.1
C 1.2324 -0.2723 -6.1684 0.0 0.0 0.0
H 3.0825 0.1120 -3.3774 0.1 0.0 -0.1
H 2.7371 2.0992 -6.0066 0.0 0.0 0.0
H 3.8117 0.7944 -6.5301 0.0 0.0 0.0
H 3.9035 1.4132 -4.8718 -0.1 0.0 -0.1
H 0.2355 -0.0545 -5.7848 0.0 0.0 0.0
H 1.3041 -1.3506 -6.3095 0.0 0.0 0.0
H 1.3694 0.2266 -7.1247 0.0 0.0 0.0
```
Positions in Å, forces in eV/Å.

Computed properties:
total charge: +1
calculated total energy: -4439.48372 Ha
HOMO-LUMO gap: 0.311 Eh

Atomic partial charges in e from the Mulliken method, atoms 1 to 99: C -1.6331; C 0.1392; B 1.4186; O -0.8735; C 2.3145; C -2.7619; N 0.5047; C -1.7152; C 0.8757; C -0.2899; C -0.7073; C -0.1553; F -0.3490; N 0.2143; C -1.1287; C 0.6200; C -0.5841; O -0.4806; C -0.1658; F -0.5346; N 0.6723; C -2.0023; S 1.2872; O -0.4972; O -0.7030; C 0.4788; F -0.1491; F -0.1333; C 0.7546; F -0.3058; F -0.2265; C 0.4527; F -0.2196; F -0.2659; F -0.2549; H 0.2540; H 0.3880; H 0.3791; H 0.5351; H -0.0044; H 0.2879; H 0.5158; H 0.4672; H 0.4337; H -1.0466; H 0.2059; H 0.3397; H -1.0041; H 0.7271; H 0.5769; H 0.4348; H 0.2949; H 0.0606; H 0.3350; H 0.3590; H 0.3692; H 0.0526; H 0.2972; H 0.4318; H 0.1254; H 0.7796; H 0.8744; H 0.1063; C 0.1518; O -0.6130; N 0.2504; C -1.1388; C -0.7443; H 0.2519; H 0.3349; H 0.4531; H 0.3410; H -0.0150; H 0.3371; H 0.3668; C 0.0872; O -0.5765; N 0.1867; C -0.6598; C -1.0344; H 0.2583; H 0.3584; H 0.3120; H 0.0600; H 0.3151; H 0.2425; H 0.4125; C 0.0280; O -0.6034; N 0.1661; C -0.4976; C -0.8845; H 0.3522; H 0.3436; H 0.3182; H -0.1161; H 0.2993; H 0.2111; H 0.3875